{"formula": "C9H12B2F2N4O6", "method": "the ωB97M-V functional and the def2-TZVPD basis", "symbols": ["C", "C", "C", "N", "C", "B", "O", "O", "C", "N", "C", "N", "N", "C", "H", "H", "H", "H", "H", "H", "H", "H", "H", "H", "H", "H", "B", "O", "C", "O", "C", "O", "O", "F", "F"], "positions_angstrom": [[1.87750, -4.01519, -1.46166], [1.64603, -3.11530, -0.70342], [1.39970, -2.16189, 0.40201], [0.52377, -1.07111, -0.00216], [1.15669, 0.24849, -0.33634], [1.20359, 0.50935, -1.93324], [0.26831, 1.31743, -2.50744], [2.19411, -0.10416, -2.68959], [-0.79085, -1.12695, -0.06434], [-1.59101, -0.10859, -0.42717], [-2.82995, -0.52133, -0.33883], [-2.85766, -1.79719, 0.05077], [-1.57742, -2.21601, 0.22300], [-1.34723, -3.59766, 0.62993], [2.16296, -4.84233, -2.06924], [2.36763, -1.73597, 0.65391], [1.02420, -2.68866, 1.27621], [2.14923, 0.29854, 0.10706], [0.55915, 1.00752, 0.17095], [-0.60079, 0.90869, -2.54408], [2.06861, -1.06057, -2.69750], [-3.69321, 0.08786, -0.55136], [-3.67518, -2.36705, 0.19552], [-2.29545, -4.12592, 0.63595], [-0.85088, -3.67202, 1.59323], [-0.71112, -4.10537, -0.09630], [0.07704, 4.27984, 0.15952], [1.02757, 3.50987, 1.02468], [0.93560, 3.95228, 2.26676], [1.56098, 3.53498, 3.20451], [-0.11128, 5.07535, 2.30470], [-0.44238, 5.68804, 3.28207], [-0.58781, 5.24064, 1.08360], [-0.85793, 3.40390, -0.39508], [0.76871, 4.94825, -0.83807]], "atomic_forces_ev_per_a": [[0.12, 0.07, 0.12], [-0.10, -0.31, 0.48], [0.04, -0.28, -0.94], [0.61, 0.72, 0.16], [-0.50, 0.35, -0.01], [0.01, 0.03, 0.17], [0.46, -0.50, -0.55], [-0.56, 0.01, -0.02], [-0.65, -1.13, 0.29], [0.17, 0.88, -0.32], [0.94, -0.38, 0.14], [-1.17, 0.75, -0.23], [0.32, -0.26, 0.22], [0.59, -0.31, -0.35], [-0.10, 0.11, -0.18], [-0.12, 0.17, 0.24], [0.01, 0.03, 0.03], [-0.01, -0.30, 0.05], [0.09, 0.16, -0.18], [-0.24, 0.56, 0.36], [0.48, 0.00, 0.10], [-0.12, -0.13, 0.03], [0.25, -0.29, 0.13], [-0.07, 0.10, 0.18], [-0.33, 0.13, 0.18], [-0.03, 0.13, -0.07], [-0.05, 0.12, -0.63], [-0.13, 0.05, 0.22], [0.45, -0.44, -0.03], [-0.09, 0.01, 0.02], [-0.46, 0.49, -0.08], [0.08, -0.11, 0.03], [0.24, -0.25, 0.25], [-0.06, -0.10, 0.11], [-0.04, -0.08, 0.11]], "total_charge": 0, "mol_weight_g_mol": 331.837}

***

{"formula": "C9H12BN5S2SbSe5Ti", "method": "the ωB97M-V functional and the def2-TZVPD basis", "symbols": ["Ti", "Se", "Sb", "Se", "Se", "Se", "C", "N", "C", "C", "N", "B", "N", "C", "C", "N", "C", "C", "S", "C", "S", "H", "H", "H", "H", "H", "H", "H", "H", "H", "H", "H", "H", "Se", "C", "N"], "positions_angstrom": [[0.40758, -0.68127, 1.68337], [1.56951, -3.89587, 4.71270], [-0.11510, -2.24651, 4.50959], [0.74989, 0.09663, 3.94450], [-1.12487, -2.40138, 2.06489], [-1.99673, -1.98668, 5.93829], [1.80620, 2.69858, 1.45308], [1.06638, 2.70348, 0.20575], [1.53167, 3.19017, -0.99632], [0.60032, 2.88746, -1.92759], [-0.42613, 2.21392, -1.30617], [-1.63381, 1.57797, -2.03783], [-1.63399, 0.00660, -1.84787], [-2.75935, -0.69274, -2.21767], [-2.52034, -2.01267, -2.05869], [-1.23887, -2.12547, -1.57470], [-0.56560, -3.38564, -1.32190], [-0.72060, -0.87803, -1.43006], [0.88336, -0.62500, -0.82822], [-0.12060, 2.09973, -0.01278], [-1.04763, 1.27120, 1.17528], [2.44417, 3.57883, 1.48208], [2.43499, 1.80772, 1.51780], [1.10458, 2.71556, 2.28313], [2.47501, 3.69978, -1.07538], [0.56754, 3.08907, -2.98261], [-2.67682, 1.97736, -1.59798], [-1.50976, 1.82135, -3.20958], [-3.63792, -0.18050, -2.56675], [-3.13873, -2.87456, -2.23460], [-1.25777, -4.05960, -0.82265], [0.28875, -3.21020, -0.67683], [-0.22889, -3.81964, -2.26395], [4.81161, -0.01607, 1.03539], [3.31445, -0.89876, 1.38180], [2.29748, -1.44477, 1.60250]], "atomic_forces_ev_per_a": [[-0.39, -0.14, -0.08], [0.09, -0.04, 0.00], [-0.09, 0.00, 0.09], [0.07, 0.03, -0.03], [0.17, 0.12, -0.21], [-0.06, 0.01, 0.04], [0.00, -0.03, 0.04], [-0.15, -0.01, -0.27], [0.06, 0.04, -0.03], [-0.05, -0.01, 0.01], [0.11, 0.12, -0.08], [0.07, -0.07, 0.13], [-0.08, -0.18, 0.06], [-0.02, -0.02, -0.07], [-0.01, -0.01, -0.04], [-0.18, 0.20, 0.02], [0.00, -0.01, 0.01], [0.13, -0.01, -0.13], [0.10, -0.10, 0.14], [0.10, -0.08, 0.09], [0.01, -0.14, 0.33], [0.00, 0.01, 0.02], [0.02, 0.05, 0.03], [0.01, 0.02, 0.01], [0.00, -0.01, 0.01], [0.04, -0.01, 0.01], [-0.08, 0.05, 0.07], [0.03, 0.01, -0.13], [0.00, 0.00, 0.02], [0.00, 0.01, 0.01], [0.01, -0.02, 0.00], [0.01, 0.00, 0.01], [0.01, -0.01, 0.01], [-0.19, -0.19, 0.06], [0.35, 0.10, -0.06], [-0.09, 0.32, -0.08]], "total_charge": -1, "mol_weight_g_mol": 829.603, "e_above_lowest_kcal_mol": 2.6}

***

Calculated total energy in order - -34564.57764; -395718.20474 eV
Calculated orbital gap in order - 7.2664; 6.5873 eV
Calculated LUMO energy in order - -1.04; 1.58 eV